[1]
{"formula": "C2H2Cl2N2", "method": "ωB97M-V with the def2-TZVPD basis set", "elements": ["N", "C", "C", "N", "Cl", "Cl", "H", "H"], "positions_angstrom": [[-2.397, -0.088, -0.452], [-1.379, 0.192, 0.029], [-0.087, 0.555, 0.489], [1.035, -0.097, -0.674], [2.363, -0.753, 0.324], [0.176, -1.472, -1.490], [0.040, 1.559, 0.221], [0.249, 0.105, 1.554]], "total_charge": 0, "molar_mass_g_mol": 124.96, "orbital_gap_ev": 9.62, "largest_force_ev_per_a": 4.46, "e_above_lowest_kcal_mol": 44.5, "total_energy_ev": -30127.55135, "smiles": "N#CCN(Cl)Cl"}

=====

[2]
{"formula": "C3H5F2NS", "method": "ωB97M-V with the def2-TZVPD basis set", "elements": ["C", "C", "C", "N", "F", "F", "S", "H", "H", "H", "H", "H"], "positions_angstrom": [[0.242, 0.004, -0.992], [-1.421, -0.044, 1.089], [-0.184, 0.429, 0.346], [1.506, 0.244, -1.445], [0.745, 1.118, 1.028], [1.285, -1.378, 1.388], [-0.813, -0.947, -1.934], [-1.328, -0.960, 1.684], [-1.760, 0.752, 1.785], [-2.222, -0.199, 0.220], [2.155, 0.852, -0.774], [1.795, 0.128, -2.396]], "total_charge": 0, "molar_mass_g_mol": 125.14, "orbital_gap_ev": [6.18, 6.14], "largest_force_ev_per_a": 5.11, "e_above_lowest_kcal_mol": 90.2, "total_energy_ev": -20948.18273}

=====

[3]
{"formula": "C3H7N", "method": "ωB97M-V with the def2-TZVPD basis set", "elements": ["H", "N", "C", "C", "C", "H", "H", "H", "H", "H", "H"], "positions_angstrom": [[-0.726, 1.282, 2.556], [-1.052, 0.950, 1.644], [-0.062, 0.850, 0.909], [-0.287, 0.532, -0.500], [0.150, -0.899, -0.567], [0.983, 0.984, 1.308], [-1.348, 0.785, -0.601], [0.582, 1.098, -1.071], [1.182, -0.867, -0.071], [0.154, -1.359, -1.549], [-0.394, -1.460, 0.127]], "total_charge": 0, "molar_mass_g_mol": 57.10, "orbital_gap_ev": 11.13, "largest_force_ev_per_a": 2.76, "e_above_lowest_kcal_mol": 19.7, "total_energy_ev": -4713.30363, "smiles": "[H]/N=C/CC"}

=====

[4]
{"formula": "C36H56BN8O8", "method": "ωB97M-V with the def2-TZVPD basis set", "elements": ["O", "C", "O", "B", "O", "C", "O", "O", "C", "O", "C", "O", "O", "C", "C", "C", "C", "N", "H", "H", "H", "H", "H", "H", "H", "C", "C", "C", "C", "N", "H", "H", "H", "H", "H", "H", "H", "C", "C", "C", "C", "N", "H", "H", "H", "H", "H", "H", "H", "C", "C", "C", "C", "N", "H", "H", "H", "H", "H", "H", "H", "C", "C", "C", "C", "N", "H", "H", "H", "H", "H", "H", "H", "C", "C", "C", "C", "N", "H", "H", "H", "H", "H", "H", "H", "C", "C", "C", "C", "N", "H", "H", "H", "H", "H", "H", "H", "C", "C", "C", "C", "N", "H", "H", "H", "H", "H", "H", "H"], "positions_angstrom": [[-30.576, 2.531, -35.445], [-29.647, 3.042, -34.933], [-29.321, 4.334, -35.063], [-28.168, 4.678, -34.214], [-27.845, 3.422, -33.523], [-28.736, 2.524, -33.820], [-28.833, 1.439, -33.341], [-28.457, 5.740, -33.211], [-27.895, 6.882, -33.613], [-28.111, 7.955, -33.143], [-26.827, 6.493, -34.674], [-27.004, 5.196, -34.958], [-25.978, 7.197, -35.163], [-26.692, 2.902, -37.261], [-26.048, 1.541, -36.991], [-26.219, 1.041, -35.559], [-25.151, 0.097, -35.192], [-24.286, -0.619, -34.951], [-26.571, 3.140, -38.317], [-26.247, 3.739, -36.727], [-27.738, 2.848, -36.952], [-24.982, 1.584, -37.236], [-26.440, 0.866, -37.754], [-27.151, 0.480, -35.474], [-26.162, 1.839, -34.818], [-33.497, 5.025, -34.092], [-32.588, 5.337, -32.906], [-31.780, 6.626, -33.046], [-32.602, 7.748, -33.456], [-33.270, 8.602, -33.800], [-32.948, 5.320, -34.996], [-34.441, 5.564, -34.196], [-33.736, 3.965, -34.150], [-31.973, 4.462, -32.702], [-33.203, 5.416, -32.000], [-30.993, 6.471, -33.780], [-31.319, 6.877, -32.091], [-23.412, 9.943, -30.698], [-24.579, 9.016, -30.372], [-25.868, 9.234, -31.215], [-25.643, 9.665, -32.598], [-25.445, 10.021, -33.676], [-22.500, 9.444, -30.359], [-23.503, 10.949, -30.296], [-23.260, 10.035, -31.777], [-24.897, 9.191, -29.343], [-24.312, 7.964, -30.454], [-26.529, 9.963, -30.751], [-26.329, 8.249, -31.284], [-29.614, 12.326, -33.028], [-30.799, 11.452, -33.428], [-30.414, 10.205, -34.222], [-29.163, 10.272, -34.993], [-28.229, 10.450, -35.632], [-28.804, 11.807, -32.511], [-29.949, 13.054, -32.281], [-29.189, 12.864, -33.874], [-31.535, 12.022, -33.993], [-31.285, 11.178, -32.491], [-31.207, 9.950, -34.927], [-30.322, 9.326, -33.581], [-33.947, -1.612, -34.476], [-32.865, -0.553, -34.227], [-31.868, -0.468, -35.383], [-31.001, -1.641, -35.427], [-30.319, -2.559, -35.458], [-33.709, -2.646, -34.730], [-34.601, -1.300, -35.302], [-34.634, -1.622, -33.623], [-32.380, -0.706, -33.268], [-33.487, 0.343, -34.230], [-31.302, 0.460, -35.288], [-32.368, -0.368, -36.349], [-25.625, 3.874, -30.311], [-27.146, 3.873, -30.283], [-27.665, 4.505, -28.993], [-27.040, 5.778, -28.639], [-26.563, 6.782, -28.360], [-25.195, 4.881, -30.371], [-25.155, 3.362, -31.153], [-25.192, 3.461, -29.391], [-27.567, 2.879, -30.421], [-27.429, 4.471, -31.151], [-27.424, 3.837, -28.154], [-28.750, 4.606, -28.964], [-23.601, 3.845, -34.929], [-23.169, 4.890, -33.895], [-21.824, 4.646, -33.223], [-21.755, 3.352, -32.540], [-21.705, 2.324, -32.050], [-23.004, 3.903, -35.840], [-24.637, 4.069, -35.183], [-23.523, 2.852, -34.484], [-23.946, 4.873, -33.119], [-23.290, 5.889, -34.318], [-21.506, 5.458, -32.579], [-21.116, 4.526, -34.052], [-24.447, 5.496, -39.296], [-23.805, 6.833, -38.908], [-24.441, 7.393, -37.638], [-24.257, 8.799, -37.326], [-24.104, 9.920, -37.152], [-24.032, 5.099, -40.217], [-25.525, 5.647, -39.358], [-24.269, 4.811, -38.460], [-23.905, 7.529, -39.752], [-22.717, 6.749, -38.838], [-23.968, 6.809, -36.837], [-25.484, 7.098, -37.537]], "total_charge": -1, "molar_mass_g_mol": 739.70, "orbital_gap_ev": 10.22, "largest_force_ev_per_a": 2.84, "e_above_lowest_kcal_mol": 0.0, "total_energy_ev": -67223.99275}

=====

[5]
{"formula": "C2H9NO", "method": "ωB97M-V with the def2-TZVPD basis set", "elements": ["C", "C", "N", "H", "H", "H", "H", "H", "H", "H", "O", "H", "H"], "positions_angstrom": [[0.000, 0.000, 0.000], [0.244, -1.539, -0.037], [-0.980, -2.316, 0.002], [-0.095, 0.349, 1.042], [-0.950, 0.199, -0.525], [0.801, 0.576, -0.492], [0.625, -1.908, -1.009], [0.984, -1.811, 0.740], [-0.867, -3.133, 0.613], [-1.248, -2.683, -0.918], [1.567, 4.854, 2.046], [0.972, 4.143, 2.376], [2.033, 5.179, 2.849]], "total_charge": 0, "molar_mass_g_mol": 63.10, "orbital_gap_ev": 9.97, "largest_force_ev_per_a": 1.96, "e_above_lowest_kcal_mol": 12.5, "total_energy_ev": -5756.98192, "smiles": "CCN.O"}

=====

[6]
{"formula": "C4H7N3", "method": "ωB97M-V with the def2-TZVPD basis set", "elements": ["C", "N", "C", "N", "N", "C", "C", "H", "H", "H", "H", "H", "H", "H"], "positions_angstrom": [[-1.061, 1.518, 0.582], [-0.282, 1.881, -0.615], [-0.193, 0.519, -0.116], [-0.740, -0.546, -0.888], [0.052, -1.683, -0.493], [1.251, -1.221, 0.245], [1.105, 0.073, 0.468], [-0.477, -2.335, 0.107], [-0.772, 2.039, 1.496], [-2.129, 1.337, 0.469], [-0.872, 1.858, -1.445], [0.308, -2.217, -1.329], [2.013, -1.938, 0.519], [1.795, 0.717, 1.000]], "total_charge": 0, "molar_mass_g_mol": 97.12, "orbital_gap_ev": 7.43, "largest_force_ev_per_a": 0.42, "e_above_lowest_kcal_mol": 97.8, "total_energy_ev": -8727.43667}